1.
Computed, not measured: a structure of composition C31H30Cl2N5O3Pd, with the ωB97M-V functional and the def2-TZVPD basis.

Positions of all 72 atoms, in Å:
Pd (-0.2424, -0.9646, -0.6061)
C (0.0343, -5.3005, -1.5588)
C (-0.3287, -4.0183, -1.1317)
N (0.3907, -2.9422, -1.3820)
C (1.5320, -3.0739, -2.0943)
C (1.9779, -4.3209, -2.5601)
C (1.1927, -5.4501, -2.2717)
C (3.1990, -4.4169, -3.3085)
C (3.9343, -3.3220, -3.5827)
C (3.5109, -2.0267, -3.1346)
C (4.2377, -0.8550, -3.4068)
C (3.7729, 0.3511, -2.9550)
C (2.5748, 0.3807, -2.2261)
N (1.8786, -0.7003, -1.9578)
C (2.3236, -1.8920, -2.3963)
H (-0.5988, -6.1434, -1.3202)
H (-1.2393, -3.8656, -0.5666)
H (1.5146, -6.4240, -2.6211)
H (3.5115, -5.3968, -3.6481)
H (4.8554, -3.3962, -4.1477)
H (5.1583, -0.9211, -3.9745)
H (4.3090, 1.2695, -3.1521)
H (2.1745, 1.3164, -1.8505)
C (-3.5835, 2.1341, -1.5412)
N (-3.3430, 0.7209, -1.3166)
C (-3.2035, 0.3220, 0.0724)
C (-2.8055, -0.0858, -2.2797)
O (-1.9890, -0.9785, -2.0129)
N (-3.1985, 0.1257, -3.5673)
C (-2.4796, -0.5872, -4.6108)
C (-4.5460, 0.5485, -3.9180)
H (-2.9168, 2.7220, -0.9031)
H (-4.6158, 2.4103, -1.3112)
H (-3.3741, 2.3953, -2.5743)
H (-4.0737, 0.6794, 0.6280)
H (-2.2886, 0.7180, 0.5214)
H (-3.1714, -0.7613, 0.1382)
H (-1.4278, -0.6585, -4.3499)
H (-2.5829, -0.0376, -5.5460)
H (-2.8703, -1.5992, -4.7504)
H (-5.1356, 0.7162, -3.0211)
H (-5.0305, -0.2352, -4.5043)
H (-4.5358, 1.4633, -4.5142)
Cl (1.2816, 5.2596, 4.4214)
C (0.0108, 4.4371, 3.5805)
C (-0.7337, 5.0939, 2.6247)
C (-1.7525, 4.4087, 1.9760)
C (-2.0270, 3.0861, 2.2801)
C (-1.2706, 2.4294, 3.2328)
Cl (-1.6428, 0.7887, 3.6230)
C (-0.2356, 3.0993, 3.8848)
N (0.4987, 2.4849, 4.9360)
C (1.2306, 1.3651, 4.9383)
C (1.4954, 0.7997, 6.2309)
C (2.1518, -0.3768, 6.3469)
C (2.6053, -1.0400, 5.1794)
C (2.4252, -0.4775, 3.9300)
C (1.7737, 0.7377, 3.7594)
C (1.7259, 1.3284, 2.3924)
C (0.7943, 0.5268, 1.4282)
O (0.0609, 1.2198, 0.6850)
O (0.8805, -0.7206, 1.4369)
H (-0.5173, 6.1276, 2.3960)
H (-2.3413, 4.9202, 1.2267)
H (-2.8211, 2.5462, 1.7864)
H (0.3721, 2.9232, 5.8409)
H (1.1107, 1.3141, 7.1041)
H (2.3212, -0.8163, 7.3200)
H (3.1205, -1.9868, 5.2702)
H (2.8018, -0.9777, 3.0499)
H (2.7215, 1.2225, 1.9557)
H (1.4577, 2.3771, 2.3779)

Force components x, y, z for each atom (eV/Å):
0.039 0.139 0.239
-0.023 0.008 0.010
0.000 -0.021 -0.014
-0.049 -0.056 0.007
0.100 0.017 -0.054
-0.082 0.022 0.043
0.048 -0.004 -0.031
0.037 -0.012 -0.025
0.015 -0.017 -0.009
-0.108 0.027 0.069
0.035 -0.040 -0.027
0.016 0.080 0.009
0.086 -0.122 -0.049
0.016 0.058 0.000
-0.059 0.040 0.040
0.008 0.003 -0.006
0.005 0.025 -0.001
-0.011 0.010 0.010
0.014 0.017 -0.005
-0.012 -0.017 0.002
-0.007 0.006 0.003
-0.001 -0.010 -0.001
-0.010 0.003 0.004
-0.011 0.022 0.002
-0.094 -0.017 -0.009
-0.003 -0.013 -0.031
0.079 0.094 -0.003
-0.109 -0.160 -0.083
-0.012 0.004 -0.051
0.010 -0.003 0.020
0.037 0.009 0.036
0.028 -0.003 0.001
-0.005 -0.014 0.009
0.009 0.015 0.011
-0.006 0.014 0.000
0.032 0.011 -0.011
-0.010 -0.040 0.016
0.002 0.001 0.005
-0.008 0.010 0.006
-0.007 0.002 0.001
-0.006 -0.009 -0.022
-0.009 -0.014 0.004
0.000 0.005 0.001
-0.053 -0.022 -0.042
0.093 -0.003 0.096
-0.076 0.039 -0.087
0.014 -0.020 0.029
-0.004 0.077 -0.034
0.028 -0.026 0.053
0.044 0.081 0.008
0.020 -0.187 0.095
-0.109 0.156 -0.089
0.163 -0.253 -0.022
-0.113 0.200 -0.065
0.098 -0.168 -0.074
-0.030 0.055 0.024
-0.014 -0.021 0.143
-0.063 0.072 -0.044
0.008 -0.234 0.174
-0.405 0.110 -0.295
0.190 -0.331 0.065
0.236 0.331 0.065
-0.006 -0.009 -0.001
-0.003 -0.014 0.003
-0.001 0.052 -0.010
0.009 -0.010 0.007
0.012 -0.016 -0.013
-0.002 0.005 -0.005
-0.005 0.008 0.009
-0.006 0.012 -0.025
0.019 0.037 -0.018
-0.023 0.010 -0.065

Output
- Highest occupied orbital energy (spin up / spin down): -0.352 / -0.336 hartree
- Charge: +1
- Strongest force on any atom: 0.5 eV/Å
- Expectation value of S²: 2.03
- Molecular weight: 697.94 g mol⁻¹
- Gap between HOMO and LUMO (spin up / spin down): 7.56 / 3.51 eV
- Relative energy (zero: lowest compared OMol25 entry of this formula, charge and spin): 1.927 eV
- Multiplicity: 3

Charges per atom according to Löwdin partitioning, unit e: number 1, Pd, carries 0.74; number 2, C, carries -0.04; number 3, C, carries -0.10; number 4, N, carries 0.03; number 5, C, carries -0.13; number 6, C, carries -0.14; number 7, C, carries 0.00; number 8, C, carries -0.02; number 9, C, carries -0.02; number 10, C, carries -0.14; number 11, C, carries -0.01; number 12, C, carries -0.04; number 13, C, carries -0.12; number 14, N, carries 0.09; number 15, C, carries -0.14; number 16, H, carries 0.11; number 17, H, carries 0.11; number 18, H, carries 0.12; number 19, H, carries 0.12; number 20, H, carries 0.12; number 21, H, carries 0.12; number 22, H, carries 0.11; number 23, H, carries 0.11; number 24, C, carries -0.05; number 25, N, carries -0.13; number 26, C, carries -0.07; number 27, C, carries -0.50; number 28, O, carries -0.06; number 29, N, carries -0.14; number 30, C, carries -0.04; number 31, C, carries -0.05; number 32, H, carries 0.09; number 33, H, carries 0.09; number 34, H, carries 0.09; number 35, H, carries 0.09; number 36, H, carries 0.04; number 37, H, carries 0.09; number 38, H, carries 0.09; number 39, H, carries 0.09; number 40, H, carries 0.10; number 41, H, carries 0.08; number 42, H, carries 0.09; number 43, H, carries 0.09; number 44, Cl, carries 0.74; number 45, C, carries -0.59; number 46, C, carries -0.08; number 47, C, carries -0.04; number 48, C, carries -0.09; number 49, C, carries -0.56; number 50, Cl, carries 0.82; number 51, C, carries -0.29; number 52, N, carries 0.13; number 53, C, carries -0.16; number 54, C, carries 0.01; number 55, C, carries -0.04; number 56, C, carries 0.01; number 57, C, carries 0.00; number 58, C, carries -0.10; number 59, C, carries -0.03; number 60, C, carries -0.71; number 61, O, carries -0.07; number 62, O, carries -0.08; number 63, H, carries 0.12; number 64, H, carries 0.12; number 65, H, carries 0.09; number 66, H, carries 0.16; number 67, H, carries 0.13; number 68, H, carries 0.12; number 69, H, carries 0.12; number 70, H, carries 0.13; number 71, H, carries 0.14; number 72, H, carries 0.11



2.
Computed, not measured: a structure of composition C38H56BrGeN3OPdS3Si3, with the ωB97M-V functional and the def2-TZVPD basis.

Positions of all 107 atoms, in Å:
Pd (1.5877, -0.0217, 0.1200)
C (-1.0848, -3.2668, 6.6532)
C (-1.5829, -3.9988, 5.4082)
C (-3.1188, -3.9458, 5.3861)
C (-1.1187, -5.4638, 5.4749)
C (-1.0480, -3.3870, 4.1240)
C (-0.1459, -2.3021, 4.1273)
C (0.3100, -1.8133, 2.9451)
Br (1.5321, -0.3859, 2.9624)
C (-0.0830, -2.3476, 1.6478)
O (0.3581, -1.8607, 0.5792)
C (-1.0194, -3.4761, 1.6601)
C (-1.4410, -3.9228, 2.8869)
C (-1.5468, -4.2048, 0.4193)
C (-1.1422, -3.6165, -0.9328)
C (-3.0831, -4.2104, 0.4800)
C (-1.0263, -5.6504, 0.4783)
H (-1.5143, -3.7337, 7.5389)
H (-1.3869, -2.2182, 6.6573)
H (0.0003, -3.3203, 6.7515)
H (-3.5062, -4.3711, 6.3123)
H (-3.5387, -4.5168, 4.5592)
H (-3.4775, -2.9185, 5.3086)
H (-1.4744, -5.9136, 6.4023)
H (-0.0306, -5.5340, 5.4587)
H (-1.5113, -6.0524, 4.6464)
H (0.1895, -1.8665, 5.0553)
H (-2.1249, -4.7595, 2.9099)
H (-1.4767, -2.5887, -1.0617)
H (-1.6144, -4.2218, -1.7084)
H (-0.0684, -3.6380, -1.0971)
H (-3.4779, -3.1935, 0.5032)
H (-3.4723, -4.7471, 1.3449)
H (-3.4700, -4.7029, -0.4121)
H (0.0636, -5.6753, 0.4475)
H (-1.4004, -6.2022, -0.3845)
H (-1.3553, -6.1703, 1.3784)
S (3.2466, 0.4862, -7.1471)
C (2.2683, 0.2139, -5.8662)
S (2.7779, -0.6448, -4.4407)
C (1.2545, -0.3276, -3.6689)
N (0.4212, 0.3125, -4.4230)
N (0.9690, 0.5942, -5.6406)
C (0.1436, 1.3224, -6.5572)
C (0.1518, 1.0077, -7.9058)
C (-0.6693, 1.7191, -8.7690)
C (-1.4909, 2.7286, -8.2945)
C (-1.4960, 3.0263, -6.9380)
C (-0.6789, 2.3265, -6.0673)
S (0.8501, -0.9483, -2.0984)
H (0.7838, 0.2176, -8.2795)
H (-0.6633, 1.4721, -9.8219)
H (-2.1250, 3.2791, -8.9751)
H (-2.1353, 3.8106, -6.5553)
H (-0.6770, 2.5528, -5.0127)
C (2.8833, 3.9484, 0.0342)
Si (1.3213, 3.6507, -0.9331)
C (1.7146, 2.9895, -2.6198)
C (0.2924, 5.1972, -1.0814)
Ge (0.0079, 1.8365, 0.0857)
Si (-2.3564, 1.4533, -0.4438)
C (-3.3848, 2.9224, 0.0614)
C (-2.4280, 1.2347, -2.2778)
C (-2.8933, -0.0840, 0.4621)
Si (-0.3877, 2.9486, 2.4021)
C (-1.1613, 4.6230, 2.3455)
C (1.3764, 3.0340, 2.9951)
C (-1.4485, 1.7040, 3.2809)
H (3.6083, 4.4455, -0.6148)
H (3.3340, 3.0138, 0.3727)
H (2.7197, 4.5900, 0.8993)
H (2.1397, 3.7879, -3.2340)
H (0.8320, 2.6025, -3.1249)
H (2.4431, 2.1804, -2.5560)
H (0.8381, 5.9140, -1.7000)
H (0.1049, 5.6705, -0.1198)
H (-0.6668, 5.0070, -1.5647)
H (-2.9677, 3.8630, -0.2999)
H (-3.5127, 2.9871, 1.1422)
H (-4.3794, 2.8107, -0.3776)
H (-2.2166, 2.1711, -2.7927)
H (-3.4475, 0.9341, -2.5363)
H (-1.7344, 0.4829, -2.6471)
H (-3.0774, 0.1134, 1.5176)
H (-2.1407, -0.8702, 0.3794)
H (-3.8204, -0.4621, 0.0244)
H (-0.5093, 5.3558, 1.8755)
H (-1.3135, 4.9352, 3.3841)
H (-2.1274, 4.6378, 1.8468)
H (1.7482, 4.0537, 2.9014)
H (2.0513, 2.3840, 2.4410)
H (1.4132, 2.7459, 4.0485)
H (-2.5053, 1.9427, 3.1583)
H (-1.2082, 1.7470, 4.3471)
H (-1.2777, 0.6842, 2.9404)
N (8.9819, 0.7778, -0.5381)
C (7.8495, 0.6245, -0.4336)
C (6.4275, 0.4328, -0.2963)
C (5.6250, 0.3658, -1.4303)
C (4.2566, 0.1766, -1.2950)
C (3.7011, 0.0715, -0.0304)
C (4.4978, 0.1336, 1.1065)
C (5.8671, 0.3150, 0.9726)
H (6.0681, 0.4542, -2.4136)
H (3.6432, 0.1217, -2.1818)
H (4.0849, 0.0439, 2.1017)
H (6.5022, 0.3663, 1.8466)

Force components x, y, z for each atom (eV/Å):
0.301 -0.552 -0.812
0.003 -0.001 0.006
0.022 0.019 -0.062
0.002 0.002 0.024
-0.013 0.006 0.017
0.064 0.066 0.044
-0.131 -0.125 -0.023
-0.074 -0.095 -0.219
0.075 -0.073 0.331
-0.023 -0.083 0.036
-0.016 0.075 0.179
0.134 0.156 0.012
-0.025 -0.041 0.072
0.049 0.059 0.045
-0.002 0.000 -0.002
-0.053 -0.026 -0.034
-0.001 -0.046 -0.015
-0.003 -0.009 0.004
-0.013 0.022 0.000
0.026 -0.001 -0.001
-0.010 -0.008 0.007
-0.009 -0.013 -0.024
0.001 0.022 0.005
-0.010 -0.010 0.009
0.020 0.005 0.005
-0.004 -0.016 -0.018
0.017 0.017 0.029
0.013 0.008 0.000
-0.022 0.024 0.002
0.008 0.013 -0.017
0.038 -0.014 0.018
-0.002 0.022 -0.009
0.003 0.002 -0.001
-0.019 -0.011 -0.007
0.020 0.005 -0.003
-0.006 -0.014 -0.010
0.000 -0.004 0.004
0.058 0.050 -0.095
-0.069 0.036 0.105
0.170 -0.112 0.005
-0.046 0.024 0.197
0.029 0.044 0.014
-0.095 0.031 0.041
0.031 -0.014 -0.029
-0.107 -0.024 -0.055
0.042 -0.047 -0.035
0.023 -0.004 0.089
-0.021 0.016 -0.054
0.038 0.023 -0.013
-0.190 0.016 -0.014
-0.004 0.004 0.007
-0.008 0.008 -0.009
-0.016 0.012 -0.012
-0.009 0.012 -0.001
-0.002 -0.003 0.097
0.043 0.009 0.066
-0.025 -0.071 0.085
0.051 -0.110 -0.109
-0.067 0.037 0.023
-0.292 0.571 -0.150
0.104 -0.054 0.230
-0.065 0.039 0.059
0.070 0.034 -0.177
0.019 -0.098 0.028
0.123 -0.031 -0.068
-0.060 0.109 -0.054
0.059 0.015 0.043
-0.080 -0.062 0.033
0.004 0.025 -0.018
0.036 -0.015 -0.014
0.020 0.014 0.018
0.019 0.004 -0.003
-0.081 -0.034 -0.089
0.042 -0.038 -0.032
0.013 0.024 -0.025
-0.021 0.034 0.004
-0.021 -0.004 -0.016
-0.003 0.019 -0.016
-0.011 0.018 0.012
-0.036 0.009 -0.012
0.010 0.073 -0.073
-0.011 -0.010 -0.031
0.040 -0.085 -0.039
-0.009 -0.026 0.042
-0.002 -0.001 -0.031
-0.032 0.007 -0.010
0.016 0.028 0.016
-0.013 0.011 0.032
-0.016 0.019 0.004
-0.001 0.032 0.026
0.042 -0.010 -0.014
0.008 -0.002 0.032
-0.021 -0.015 0.003
-0.016 0.003 0.038
0.008 -0.027 0.020
0.116 0.025 -0.009
-0.207 -0.043 0.025
0.139 0.026 -0.022
-0.055 0.022 -0.055
0.021 0.051 0.006
-0.177 0.002 0.394
0.137 0.059 -0.096
-0.048 0.017 0.053
0.011 -0.001 -0.004
0.025 -0.019 0.039
0.001 -0.035 -0.002
0.012 0.000 0.007

Output
- Highest occupied orbital energy (spin up / spin down): -0.356 / -0.358 hartree
- Charge: +1
- Strongest force on any atom: 1.0 eV/Å
- Expectation value of S²: 8.81
- Molecular weight: 1010.28 g mol⁻¹
- Gap between HOMO and LUMO (spin up / spin down): 7.67 / 4.07 eV
- Relative energy (zero: lowest compared OMol25 entry of this formula, charge and spin): 0.308 eV
- Multiplicity: 6

Here are the Löwdin charges for atoms 1 to 99, given in e: number 1, Pd, carries 0.44; number 2, C, carries -0.06; number 3, C, carries -0.55; number 4, C, carries -0.03; number 5, C, carries -0.03; number 6, C, carries -0.10; number 7, C, carries -0.05; number 8, C, carries -0.52; number 9, Br, carries 0.95; number 10, C, carries -0.33; number 11, O, carries -0.16; number 12, C, carries -0.03; number 13, C, carries 0.02; number 14, C, carries -0.53; number 15, C, carries -0.07; number 16, C, carries -0.03; number 17, C, carries -0.03; number 18, H, carries 0.09; number 19, H, carries 0.09; number 20, H, carries 0.09; number 21, H, carries 0.09; number 22, H, carries 0.08; number 23, H, carries 0.09; number 24, H, carries 0.10; number 25, H, carries 0.10; number 26, H, carries 0.08; number 27, H, carries 0.10; number 28, H, carries 0.11; number 29, H, carries 0.06; number 30, H, carries 0.10; number 31, H, carries 0.07; number 32, H, carries 0.08; number 33, H, carries 0.08; number 34, H, carries 0.10; number 35, H, carries 0.10; number 36, H, carries 0.10; number 37, H, carries 0.08; number 38, S, carries 0.65; number 39, C, carries -1.10; number 40, S, carries 1.00; number 41, C, carries -1.07; number 42, N, carries 0.03; number 43, N, carries -0.14; number 44, C, carries -0.21; number 45, C, carries -0.04; number 46, C, carries -0.06; number 47, C, carries -0.08; number 48, C, carries -0.08; number 49, C, carries -0.02; number 50, S, carries 0.66; number 51, H, carries 0.08; number 52, H, carries 0.11; number 53, H, carries 0.11; number 54, H, carries 0.10; number 55, H, carries 0.09; number 56, C, carries -0.20; number 57, Si, carries 0.34; number 58, C, carries -0.20; number 59, C, carries -0.20; number 60, Ge, carries 0.68; number 61, Si, carries 0.33; number 62, C, carries -0.21; number 63, C, carries -0.21; number 64, C, carries -0.20; number 65, Si, carries 0.45; number 66, C, carries -0.18; number 67, C, carries -0.23; number 68, C, carries -0.21; number 69, H, carries 0.05; number 70, H, carries 0.01; number 71, H, carries 0.02; number 72, H, carries 0.06; number 73, H, carries 0.01; number 74, H, carries 0.02; number 75, H, carries 0.05; number 76, H, carries 0.01; number 77, H, carries 0.03; number 78, H, carries 0.03; number 79, H, carries 0.02; number 80, H, carries 0.05; number 81, H, carries 0.03; number 82, H, carries 0.05; number 83, H, carries 0.00; number 84, H, carries 0.02; number 85, H, carries 0.00; number 86, H, carries 0.05; number 87, H, carries 0.02; number 88, H, carries 0.06; number 89, H, carries 0.02; number 90, H, carries 0.04; number 91, H, carries -0.02; number 92, H, carries 0.04; number 93, H, carries 0.04; number 94, H, carries 0.05; number 95, H, carries 0.00; number 96, N, carries 0.17; number 97, C, carries -0.17; number 98, C, carries -0.22; number 99, C, carries -0.01



Question: Look up the relative energy (zero: lowest compared OMol25 entry of this formula, charge and spin) of the first one.
Answer: 1.927 eV



Question: Look up the charge of the first one.
Answer: +1